Molecular formula: C21H64F3LiO17
Method: DFT, ωB97M-V with the def2-TZVPD basis set

Cartesian coordinates (Å):
Li: 1.95 -0.19 -3.65
C: 1.17 1.75 -2.22
O: 1.41 0.39 -1.77
O: 1.64 1.84 -3.44
C: -0.30 2.06 -2.03
F: -0.62 3.26 -2.52
F: -1.08 1.15 -2.67
F: -0.66 2.07 -0.74
C: 1.68 0.16 -0.41
C: 1.63 -1.34 -0.16
H: 0.68 -1.73 -0.54
H: 2.41 -1.79 -0.79
H: 1.78 -1.62 0.88
H: 0.91 0.65 0.20
H: 2.64 0.59 -0.12
H: 1.75 2.39 -1.51
C: -0.66 -3.98 1.84
O: 0.73 -4.15 1.67
C: 1.13 -5.48 1.67
C: 1.59 -5.92 0.28
O: 2.94 -6.28 0.25
C: 3.23 -6.87 -0.99
H: -1.04 -4.61 2.66
H: -1.18 -4.25 0.91
H: -0.90 -2.95 2.05
H: 0.30 -6.12 2.00
H: 1.94 -5.67 2.38
H: 1.41 -5.07 -0.40
H: 0.96 -6.75 -0.06
H: 2.95 -6.21 -1.82
H: 2.68 -7.83 -1.12
H: 4.27 -7.20 -1.01
C: 1.72 -1.00 5.67
O: 0.92 0.02 5.13
C: 1.27 0.33 3.80
C: 0.42 1.49 3.33
O: -0.96 1.22 3.15
C: -1.33 0.68 1.91
H: 2.77 -0.75 5.49
H: 1.47 -2.01 5.36
H: 1.62 -0.94 6.76
H: 1.18 -0.59 3.21
H: 2.30 0.71 3.72
H: 0.87 1.86 2.40
H: 0.45 2.26 4.10
H: -1.58 1.50 1.24
H: -2.17 0.01 2.02
H: -0.53 0.09 1.44
C: -5.27 -3.61 2.82
O: -5.26 -2.65 1.78
C: -4.03 -2.03 1.60
C: -3.38 -2.43 0.28
O: -2.61 -1.38 -0.22
C: -1.92 -1.78 -1.37
H: -6.28 -3.98 2.92
H: -4.94 -3.16 3.76
H: -4.65 -4.49 2.58
H: -3.32 -2.27 2.40
H: -4.13 -0.94 1.68
H: -4.18 -2.75 -0.40
H: -2.75 -3.32 0.47
H: -1.35 -0.93 -1.74
H: -2.62 -2.10 -2.15
H: -1.22 -2.62 -1.22
O: 4.83 2.38 -1.55
H: 4.42 3.01 -0.92
H: 5.46 1.88 -1.02
O: 3.19 3.31 -5.95
H: 2.45 2.72 -6.12
H: 3.06 4.05 -6.55
O: -0.28 3.14 -5.34
H: 0.09 2.70 -6.11
H: 0.21 2.78 -4.57
O: -3.21 3.09 -4.17
H: -3.75 2.59 -3.54
H: -2.39 2.59 -4.28
C: 4.60 -3.63 -0.61
O: 4.24 -3.19 -1.93
H: 4.97 -4.65 -0.56
H: 5.39 -2.98 -0.25
H: 3.71 -3.49 0.01
H: 3.62 -3.83 -2.29
C: -3.01 6.05 -2.17
O: -2.18 5.52 -1.15
H: -2.42 6.42 -3.02
H: -3.65 5.27 -2.62
H: -3.64 6.85 -1.79
H: -1.78 4.73 -1.52
C: -0.62 4.44 1.73
O: 0.38 4.59 2.73
H: -1.36 3.66 1.98
H: -1.16 5.37 1.53
H: -0.14 4.07 0.82
H: 0.16 5.39 3.22
C: -4.18 1.86 -0.82
O: -4.92 2.46 -1.86
H: -3.31 1.35 -1.24
H: -3.84 2.65 -0.15
H: -4.73 1.13 -0.22
H: -5.74 1.98 -2.00
C: 2.61 4.73 0.35
O: 3.96 4.60 -0.13
H: 2.10 3.77 0.30
H: 2.66 4.90 1.44
H: 2.03 5.54 -0.09
H: 4.30 5.48 -0.30

Properties
* 2S+1: 1
* HOMO level: -8.93 eV
* orbital gap: 8.08 eV
* LUMO energy: -0.853 eV

---

Molecular formula: C21H64N10O11
Method: DFT, ωB97M-V with the def2-TZVPD basis set

Cartesian coordinates (Å):
N: 1.47 -2.50 -4.42
C: 0.86 -1.31 -4.31
N: 0.27 -1.14 -3.16
O: 0.73 -0.50 -5.47
H: 1.83 -2.91 -5.36
H: 1.25 -3.31 -3.79
H: 0.10 -0.14 -2.99
H: 0.58 -1.62 -2.31
N: -1.26 3.35 -3.43
C: -0.76 2.51 -2.54
N: -1.13 2.59 -1.33
O: 0.06 1.46 -2.89
H: -0.96 3.19 -4.41
H: -1.81 4.22 -3.28
H: -0.61 1.94 -0.71
H: -1.47 3.48 -0.93
N: -3.00 -1.66 0.45
C: -3.55 -2.86 0.34
N: -3.49 -3.32 -0.89
O: -4.10 -3.61 1.36
H: -2.94 -1.25 1.37
H: -2.53 -1.03 -0.24
H: -3.86 -4.29 -0.97
H: -2.93 -2.97 -1.67
N: -3.34 1.73 -3.43
C: -3.99 1.10 -2.48
N: -3.36 1.04 -1.34
O: -5.30 0.60 -2.60
H: -2.47 2.17 -3.30
H: -3.91 1.88 -4.27
H: -4.04 0.71 -0.67
H: -2.63 1.79 -1.16
N: -1.30 -0.41 -1.10
C: -0.25 -0.16 -0.36
N: -0.40 0.74 0.58
O: 0.99 -0.76 -0.53
H: -1.13 -0.90 -1.99
H: -2.18 0.19 -1.26
H: 0.45 0.92 1.16
H: -1.31 1.10 1.01
C: 1.34 5.25 1.25
C: 2.53 4.65 0.48
C: 2.01 3.76 -0.72
O: 3.32 5.56 -0.02
H: 0.87 6.03 0.61
H: 1.58 5.77 2.15
H: 0.58 4.47 1.49
H: 3.04 4.03 1.15
H: 1.65 4.43 -1.55
H: 1.17 3.08 -0.34
H: 2.76 3.09 -1.09
H: 4.15 5.14 -0.30
C: 2.00 2.08 4.32
C: 2.09 1.38 2.93
C: 1.68 -0.05 3.03
O: 1.49 1.87 1.93
H: 1.01 2.46 4.52
H: 2.66 3.00 4.36
H: 2.10 1.49 5.16
H: 3.16 1.42 2.76
H: 2.42 -0.51 3.60
H: 1.62 -0.66 2.19
H: 0.73 -0.09 3.49
H: 2.14 2.26 1.32
C: -2.00 -1.08 3.22
C: -2.69 0.20 3.29
C: -1.76 1.22 3.91
O: -2.95 0.68 2.19
H: -1.68 -1.41 4.22
H: -1.20 -0.92 2.54
H: -2.59 -1.86 2.73
H: -3.58 -0.01 3.85
H: -0.90 1.43 3.21
H: -1.39 0.87 4.91
H: -2.12 2.20 3.99
H: -3.68 1.31 2.25
C: 4.50 -1.70 -0.78
C: 4.03 -0.84 0.37
C: 5.02 -0.94 1.55
O: 3.85 0.34 0.03
H: 4.43 -2.69 -0.51
H: 5.57 -1.44 -1.01
H: 3.92 -1.54 -1.64
H: 3.04 -1.24 0.60
H: 5.95 -0.63 1.18
H: 5.36 -1.92 1.91
H: 4.67 -0.26 2.35
H: 3.08 0.25 -0.53
C: -0.78 -4.53 1.45
C: -0.07 -3.53 0.62
C: 1.46 -3.72 0.70
O: -0.44 -3.49 -0.57
H: -0.50 -5.49 1.14
H: -1.79 -4.38 1.29
H: -0.66 -4.38 2.47
H: -0.51 -2.66 1.14
H: 1.85 -4.74 0.60
H: 1.94 -3.40 1.67
H: 1.94 -3.19 -0.03
H: -1.28 -3.09 -0.68
C: -2.80 -2.21 -3.94
O: -1.87 -2.68 -3.03
H: -3.41 -1.45 -3.50
H: -3.38 -2.89 -4.62
H: -2.18 -1.76 -4.68
H: -1.03 -2.35 -3.27

Properties
* 2S+1: 1
* HOMO level: -8.80 eV
* energy relative to the best compared isomer or geometry (same formula, charge and spin): 211.9 kcal/mol
* orbital gap: 8.11 eV
* LUMO energy: -0.690 eV
* SMILES string: NC(N)=O.NC(N)=O.NC(N)=O.NC(N)=O.NC(N)=O.CC(C)O.CC(C)O.CC(C)O.CC(C)O.CC(C)O.CO

---

Computed calculated total energy (a.u.) in order:
-2424.5175, -2213.4195